DFT (the ωB97M-V functional and the def2-TZVPD basis) results for C16H12Cl3InN5O4S2 as an isolated structure.

As for the net charge: +1. The gap between HOMO and LUMO is 0.253 Ha. The calculation puts the electronic energy at -3558.189842 hartree. The LUMO energy comes out at -4.0864 eV.

Each line ends with the natural charge from an NBO analysis.
CARTESIAN COORDINATES (ANGSTROEM)
In (-1.202, 0.093, -0.882)  1.85
N (0.368, 0.883, 2.882)  -0.78
C (-0.757, 0.164, 2.900)  0.30
N (-1.286, -0.314, 1.785)  -0.59
C (-2.215, -1.315, 2.094)  0.11
C (-2.410, -1.496, 3.469)  -0.43
S (-1.491, -0.387, 4.413)  0.44
C (-2.791, -2.080, 1.001)  0.11
C (-3.543, -3.213, 1.229)  -0.44
S (-4.161, -3.931, -0.173)  0.48
C (-3.370, -2.651, -1.085)  0.31
N (-2.672, -1.725, -0.378)  -0.64
N (-3.478, -2.682, -2.424)  -0.76
H (0.801, 1.130, 1.981)  0.44
H (0.900, 1.043, 3.725)  0.42
H (-3.126, -2.164, 3.943)  0.25
H (-3.747, -3.654, 2.204)  0.26
H (-4.088, -3.352, -2.885)  0.43
H (-3.010, -2.018, -3.006)  0.42
Cl (-4.535, 1.863, 0.168)  -0.03
C (-3.929, 3.571, 0.125)  -0.34
Cl (-2.076, 3.887, 0.057)  -0.06
H (-4.376, 4.102, 0.973)  0.24
H (-4.317, 3.977, -0.812)  0.23
N (8.909, 0.559, -0.221)  -0.25
C (7.731, 0.619, -0.138)  0.25
C (6.317, 0.655, -0.080)  -0.16
C (5.602, 1.831, 0.189)  -0.14
C (4.214, 1.864, 0.070)  -0.20
C (3.538, 0.673, -0.309)  -0.04
C (4.225, -0.518, -0.520)  -0.20
C (5.603, -0.505, -0.442)  -0.14
C (2.083, 0.686, -0.332)  -0.03
C (0.875, 0.589, -0.502)  -0.58
H (6.162, 2.737, 0.386)  0.24
H (3.618, 2.761, 0.244)  0.23
H (3.651, -1.368, -0.803)  0.23
H (6.138, -1.413, -0.632)  0.24
O (-0.932, 1.136, -4.511)  -0.70
Cl (-1.585, 0.187, -3.738)  2.51
O (-2.627, -0.465, -4.424)  -0.76
O (-0.743, -0.752, -3.007)  -0.84
O (-2.267, 0.993, -2.536)  -0.91

DFT (the ωB97M-V functional and the def2-TZVPD basis) results for the molecule C6H12O.

As for the structure (SMILES): CC[C@@]1(C)C[C@H]1O. As for the net charge: 0. The gap between HOMO and LUMO is 0.374 Ha. The calculation puts the electronic energy at -310.991352 hartree. The LUMO energy comes out at 0.9137 eV.

Each line ends with the natural charge from an NBO analysis.
CARTESIAN COORDINATES (ANGSTROEM)
C (-1.295, 0.938, 1.428)  -0.61
C (0.131, 0.691, 0.933)  -0.39
C (0.345, 0.000, -0.435)  -0.08
C (-0.565, 0.529, -1.514)  -0.60
C (1.784, -0.424, -0.545)  -0.42
C (0.720, -1.480, -0.436)  0.06
O (0.250, -2.168, 0.694)  -0.70
H (-1.845, 0.003, 1.574)  0.20
H (-1.868, 1.575, 0.745)  0.20
H (-1.270, 1.455, 2.396)  0.21
H (0.691, 0.165, 1.713)  0.22
H (0.618, 1.674, 0.831)  0.20
H (-1.578, 0.158, -1.297)  0.21
H (-0.626, 1.625, -1.531)  0.21
H (-0.281, 0.156, -2.501)  0.21
H (2.462, -0.201, 0.272)  0.22
H (2.226, -0.369, -1.539)  0.22
H (0.801, -2.176, -1.280)  0.18
H (-0.700, -2.150, 0.490)  0.47

DFT (the ωB97M-V functional and the def2-TZVPD basis) results for a 2-piece molecular cluster, CBrCl2O3P overall.

As for the net charge: -2. The gap between HOMO and LUMO is 0.238 Ha. The calculation puts the electronic energy at -4099.627482 hartree. The LUMO energy comes out at 5.3905 eV.

Each line ends with the natural charge from an NBO analysis.
CARTESIAN COORDINATES (ANGSTROEM)
C (0.763, -0.272, -0.197)  -0.22
O (-1.496, 1.594, -0.315)  -1.18
O (-1.119, 0.431, 1.946)  -1.18
O (-1.948, -0.880, -0.095)  -1.16
P (-1.239, 0.351, 0.485)  2.38
Cl (1.200, -1.542, 0.732)  0.10
Cl (0.512, -0.715, -1.846)  0.03
Br (3.327, 1.034, -0.710)  -0.76